<a>
C6H12N2 | ωB97M-V/def2-TZVPD

The geometry in XYZ format:
```
20
C6H12N2 ωB97M-V/def2-TZVPD
C 2.4419 -2.7204 -0.6200
C 1.1335 -2.0652 -0.3214
C -0.1153 -2.5289 -0.6136
N -0.9818 -1.7288 0.0820
C -0.2374 -0.8638 0.8036
N 1.0409 -1.0522 0.6008
H 2.2636 -3.6432 -1.1764
H 2.9696 -3.0278 0.2813
H 3.0777 -2.0453 -1.1986
H -0.3771 -3.3216 -1.2903
H -1.9804 -1.7126 -0.0238
H -0.6402 -0.0706 1.4029
C -0.8077 2.7144 0.8918
C -1.2813 3.5139 -0.3325
H -0.8078 1.6465 0.6909
H 0.1530 3.0883 1.2260
H -1.5676 2.8331 1.6658
H -0.8814 4.5206 -0.3282
H -2.3661 3.4612 -0.4637
H -1.0363 3.0023 -1.2766
```

SMILES: Cc1c[nH]cn1.CC
orbital gap: 0.3480 Ha
HOMO: -8.63 eV



<b>
C6H12N2 | ωB97M-V/def2-TZVPD

The geometry in XYZ format:
```
20
C6H12N2 ωB97M-V/def2-TZVPD
C -1.3648 -1.1969 1.5631
C -1.0482 -0.1959 0.3781
C -0.2621 1.0908 0.7345
C 1.0136 1.1312 -0.2650
N 0.9106 1.7623 -1.5641
C 1.1377 -0.3740 -0.2976
C 0.8174 -1.4084 -1.3901
N -0.1801 -0.6449 -0.6684
H -1.8540 -0.6261 2.3231
H -2.1249 -1.9399 1.2945
H -0.3836 -1.6438 1.9408
H -2.0455 0.0158 -0.0548
H -0.8970 1.9354 0.6060
H 0.1631 1.0852 1.7817
H 1.9140 1.5172 0.2286
H 0.2417 1.2239 -2.1957
H 0.4986 2.7586 -1.5324
H 1.6187 -0.7927 0.6007
H 0.9004 -1.2082 -2.4431
H 0.9445 -2.4897 -1.0398
```

SMILES: C[C@H]1C[C@H](N)[C@@H]2CN12
orbital gap: 0.3347 Ha
HOMO: -7.99 eV



<c>
C6H12N2 | ωB97M-V/def2-TZVPD

The geometry in XYZ format:
```
20
C6H12N2 ωB97M-V/def2-TZVPD
C -1.5937 -1.4651 0.3841
C -1.3163 -0.0844 0.1272
C -1.1026 0.8334 1.2413
N -0.5249 1.9737 0.6426
C -0.5628 1.8281 -0.7482
N -0.9959 0.5725 -1.0359
H -2.5456 -1.7219 0.7821
H -0.8502 -1.8427 1.1654
H -1.6074 -2.0455 -0.6429
H -1.0789 0.6094 2.2993
H -0.0164 2.7298 1.1093
H -0.3474 2.5487 -1.5367
C 2.3567 -1.5845 0.4028
C 2.5395 -1.1900 -1.1109
H 1.2911 -1.5822 0.6472
H 2.7681 -2.5387 0.4794
H 2.8656 -1.0534 1.1696
H 2.5162 -0.1795 -1.3706
H 2.0760 -1.6173 -1.8937
H 3.6489 -1.1569 -1.2335
```

SMILES: Cc1c[nH]cn1.CC
orbital gap: 0.3359 Ha
HOMO: -8.19 eV



Q: Which of them is the least stable? A: <b>.



<a>
C6H12N2 | ωB97M-V/def2-TZVPD

The geometry in XYZ format:
```
20
C6H12N2 ωB97M-V/def2-TZVPD
C -1.2005 -0.3943 -0.5179
C 1.0310 -0.1052 0.5727
C 0.1160 -1.0418 -0.1469
C -2.4754 -1.0485 -0.0850
C 2.5061 -0.2774 0.3501
N -1.1733 0.8626 -0.8673
C 0.4729 1.5643 -0.3194
N 0.4526 2.6918 0.2410
H -2.0452 1.3724 -0.9416
H 0.7122 0.1538 1.5795
H -0.1837 2.7187 1.0402
H 0.5679 -1.4224 -1.0696
H -0.1381 -1.9031 0.4844
H 1.0726 1.4646 -1.2231
H -2.4854 -2.0843 -0.4280
H -2.5865 -1.0508 1.0042
H -3.3464 -0.5460 -0.5114
H 2.8013 -1.3300 0.3609
H 2.8185 0.1204 -0.6287
H 3.0833 0.2553 1.1059
```

orbital gap: 0.2776 Ha
HOMO: -7.00 eV



<b>
C6H12N2 | ωB97M-V/def2-TZVPD

The geometry in XYZ format:
```
20
C6H12N2 ωB97M-V/def2-TZVPD
C -2.4299 -0.7145 2.5865
C -1.6491 0.1834 1.6997
C -1.4132 -0.0507 0.3314
N -0.6584 1.0031 -0.0460
C -0.4331 1.8224 0.9900
N -1.0332 1.3166 2.0700
H -3.4821 -0.6380 2.3015
H -2.5008 -0.2379 3.5790
H -1.9752 -1.6685 2.8243
H -1.7728 -0.8356 -0.3034
H -0.3374 1.1114 -0.9988
H 0.0708 2.7648 1.0399
C 1.5506 -0.8680 -1.9354
C 2.8771 -0.1560 -2.0730
H 1.3361 -1.1449 -0.8999
H 0.7350 -0.2072 -2.2524
H 1.3620 -1.7666 -2.5199
H 2.9678 0.7549 -1.4887
H 3.7159 -0.7965 -1.7930
H 3.0698 0.1277 -3.1118
```

SMILES: Cc1c[nH]cn1.CC
orbital gap: 0.3385 Ha
HOMO: -8.36 eV



Q: Which of them is the least stable? A: <a>.